Record 1
Formula: C32H40BCaF9NP2S
Source: the OMol25 dataset
Level of theory: ωB97M-V/def2-TZVPD

- Relative energy (zero: lowest compared OMol25 entry of this formula, charge and spin): 0.0 kJ/mol
- HOMO-LUMO gap: 6.677 eV
- E_LUMO: 2.5 eV

```
! RIJCOSX wB97M-V def2-TZVPD def2/J DEFGRID3
* xyz -1 1
Ca 0.45 -1.00 -1.53
C -2.12 -3.02 0.10
C -0.89 -3.44 0.91
C -1.36 -4.17 2.20
P 0.21 -1.95 1.16
C 1.41 -2.40 2.52
C 2.37 -1.24 2.77
C 2.13 -3.72 2.09
C -1.01 -0.82 1.95
C -1.27 -0.75 3.28
C -2.30 0.00 3.82
C -2.81 -0.28 5.17
C -3.01 0.81 2.95
C -2.63 0.97 1.65
C -1.64 0.12 1.05
N -1.32 0.12 -0.24
C -2.01 0.86 -1.20
C -3.38 0.64 -1.64
C -3.95 1.36 -2.63
C -3.21 2.37 -3.25
C -3.82 3.16 -4.39
C -1.93 2.61 -2.85
C -1.26 1.87 -1.82
P 0.45 1.93 -1.22
C 1.31 3.33 -2.20
C 0.58 4.65 -2.09
C 1.59 2.82 -3.60
C 0.49 2.50 0.54
C -0.48 3.70 0.89
C 1.95 2.80 0.98
H -2.63 -3.88 -0.36
H -1.95 -2.36 -0.73
H -2.86 -2.60 0.73
H -0.30 -4.04 0.28
H -1.95 -3.44 2.78
H -0.55 -4.52 2.83
H -2.03 -4.97 1.95
H 0.91 -2.60 3.49
H 2.60 -0.73 1.85
H 3.29 -1.60 3.17
H 1.92 -0.53 3.40
H 2.75 -3.60 1.20
H 1.38 -4.43 1.78
H 2.73 -4.06 2.92
H -0.66 -1.34 3.95
H -3.45 0.55 5.43
H -2.00 -0.37 5.91
H -3.27 -1.24 5.18
H -3.76 1.38 3.44
H -3.04 1.79 1.08
H -3.90 -0.19 -1.12
H -4.99 1.28 -2.94
H -3.05 3.63 -4.99
H -4.53 3.87 -4.00
H -4.32 2.50 -5.06
H -1.40 3.28 -3.50
H 2.26 3.47 -1.65
H -0.51 4.57 -2.09
H 0.90 5.42 -2.81
H 0.83 5.12 -1.16
H 0.82 3.14 -4.33
H 1.54 1.74 -3.66
H 2.59 3.07 -3.95
H 0.11 1.65 1.11
H -0.14 4.66 0.51
H -0.65 3.74 1.97
H -1.42 3.55 0.47
H 2.35 3.79 0.75
H 2.65 2.09 0.58
H 2.01 2.71 2.04
F 6.50 -1.71 1.74
C 5.49 -2.12 0.90
C 4.70 -1.10 0.40
F 4.70 0.10 0.88
C 3.70 -1.42 -0.54
F 2.77 -0.50 -0.91
C 3.51 -2.70 -1.00
S 2.28 -3.14 -2.15
C 4.42 -3.64 -0.52
F 4.37 -4.89 -1.00
C 5.43 -3.37 0.36
F 6.35 -4.27 0.67
F -0.56 -1.90 -5.17
B -1.02 -1.08 -4.18
F 0.04 -0.22 -3.80
F -1.27 -1.93 -2.98
F -2.22 -0.42 -4.51
*
```

Record 2
Formula: C18H44GaINO12P2
Source: the OMol25 dataset
Level of theory: ωB97M-V/def2-TZVPD

- HOMO-LUMO gap: 6.005 eV
- E_LUMO: 2.1 eV

```
! RIJCOSX wB97M-V def2-TZVPD def2/J DEFGRID3
* xyz -1 1
C 4.08 -0.62 -3.68
C 4.06 -1.96 -4.68
O 3.51 -3.06 -3.87
C 2.97 -4.15 -4.70
C 1.33 -4.00 -4.99
O 0.91 -2.59 -4.97
Ga -0.92 -2.38 -4.54
C -1.24 -0.33 -4.27
C -0.26 0.58 -5.27
O 1.09 0.56 -5.17
I -1.07 1.95 -6.83
P -1.47 -3.69 -2.68
N -1.37 -2.57 -1.26
O -3.10 -4.34 -2.84
P -2.20 -3.04 -6.37
O -1.19 -4.04 -7.42
O -2.80 -1.63 -7.24
H 4.53 -1.03 -2.65
H 4.73 0.26 -4.11
H 2.97 -0.28 -3.41
H 3.36 -1.74 -5.62
H 5.14 -2.14 -5.10
H 3.06 -5.14 -4.04
H 3.57 -4.36 -5.68
H 1.19 -4.39 -6.10
H 0.73 -4.70 -4.26
H -0.91 -0.05 -3.18
H -2.36 -0.10 -4.52
H -0.42 -2.10 -1.35
H -2.14 -1.87 -1.38
H -2.98 -5.31 -2.55
H -1.26 -3.58 -8.31
H -2.41 -0.82 -6.79
C -0.09 3.50 -2.92
O -0.70 3.40 -1.64
C -0.88 2.04 -1.24
C -1.34 1.97 0.22
O -0.25 2.04 1.14
C 0.29 3.35 1.34
C -0.58 4.22 2.25
O -1.63 4.83 1.49
C -2.58 5.47 2.33
H -0.69 2.99 -3.68
H -0.01 4.56 -3.18
H 0.92 3.08 -2.89
H 0.06 1.49 -1.36
H -1.65 1.60 -1.89
H -1.80 0.99 0.38
H -2.11 2.72 0.44
H 0.51 3.84 0.39
H 1.25 3.19 1.85
H 0.03 5.02 2.68
H -1.01 3.61 3.05
H -3.08 4.74 2.96
H -3.33 5.95 1.69
H -2.10 6.24 2.94
C -0.59 0.04 3.03
O -0.03 -0.20 4.31
C 0.91 0.81 4.68
C 1.33 0.64 6.15
O 0.40 1.25 7.06
C -0.80 0.51 7.28
C -0.60 -0.68 8.22
O -0.10 -1.81 7.50
C 0.30 -2.86 8.36
H 0.19 0.08 2.27
H -1.27 -0.78 2.80
H -1.16 0.97 3.04
H 0.47 1.80 4.53
H 1.79 0.70 4.04
H 2.27 1.18 6.29
H 1.51 -0.40 6.40
H -1.27 0.21 6.34
H -1.49 1.21 7.77
H -1.56 -0.96 8.67
H 0.11 -0.41 9.02
H 1.14 -2.54 8.99
H 0.63 -3.71 7.75
H -0.54 -3.19 8.99
*
```

Record 3
Formula: C30H40FNO3PSiTcTe
Source: the OMol25 dataset
Level of theory: ωB97M-V/def2-TZVPD

- Relative energy (zero: lowest compared OMol25 entry of this formula, charge and spin): 141.3 kJ/mol
- HOMO-LUMO gap (spin up / spin down): 5.753 / 6.020 eV
- <S²>: 3.845
- E_LUMO (spin up / spin down): -4.4 / -4.2 eV

```
! RIJCOSX wB97M-V def2-TZVPD def2/J DEFGRID3
* xyz 1 4
Tc -0.36 0.95 -0.16
C -0.84 -0.31 -1.79
Si -0.94 -2.11 -1.21
C -1.80 -1.72 0.45
N -1.17 -0.55 1.14
C -2.22 0.22 1.87
C -2.89 -0.61 2.97
C -1.83 -1.25 3.90
C -0.43 -0.75 3.57
C -0.09 -0.99 2.10
C 0.69 -3.03 -1.00
C 1.73 -2.87 -1.91
C 2.89 -3.63 -1.81
C 3.02 -4.57 -0.79
C 1.98 -4.75 0.12
C 0.82 -3.99 0.01
C -2.10 -3.22 -2.18
C -3.46 -2.93 -2.28
C -4.32 -3.78 -2.95
C -3.84 -4.94 -3.53
C -2.48 -5.24 -3.46
C -1.62 -4.39 -2.79
H -1.87 -0.06 -2.10
H -0.23 -0.23 -2.69
H -1.90 -2.56 1.14
H -2.82 -1.43 0.17
H -2.98 0.56 1.16
H -1.77 1.10 2.32
H -3.53 -1.37 2.53
H -3.54 0.07 3.53
H -1.85 -2.34 3.79
H -2.07 -1.04 4.94
H 0.31 -1.27 4.16
H -0.33 0.31 3.81
H 0.09 -2.05 1.93
H 0.84 -0.45 1.87
H 1.64 -2.15 -2.72
H 3.69 -3.50 -2.53
H 3.92 -5.16 -0.70
H 2.07 -5.49 0.90
H 0.01 -4.16 0.70
H -3.85 -2.02 -1.84
H -5.38 -3.54 -3.01
H -4.51 -5.62 -4.04
H -2.10 -6.14 -3.92
H -0.57 -4.63 -2.72
F 5.37 3.08 2.42
C 4.47 2.41 1.70
C 3.95 2.99 0.56
C 3.00 2.29 -0.17
C 2.59 1.01 0.22
C 1.63 0.25 -0.61
C 3.16 0.45 1.37
C 4.09 1.14 2.12
H 4.30 3.96 0.25
H 2.59 2.73 -1.07
H 1.72 -0.82 -0.44
H 1.78 0.46 -1.67
H 2.91 -0.57 1.65
H 4.54 0.71 3.00
C -0.81 3.53 -3.18
C -1.07 4.12 -1.81
O -0.48 3.26 -0.80
P -0.80 3.59 0.81
O -0.04 2.42 1.41
Te -3.10 3.80 1.24
O -0.12 4.99 1.06
C 1.31 5.22 1.01
C 1.57 6.63 1.47
H -1.28 4.15 -3.94
H -1.21 2.52 -3.25
H 0.27 3.48 -3.38
H -2.14 4.20 -1.62
H -0.63 5.11 -1.71
H 1.65 5.07 -0.01
H 1.80 4.49 1.66
H 1.11 7.35 0.80
H 2.65 6.82 1.50
H 1.17 6.78 2.47
*
```